113
Properties=species:S:1:pos:R:3 method="wB97M-V/def2-TZVPD" gap_ha="0.1972 / 0.2223" e_homo_ev="-4.927 / -5.627" total_charge=-1 spin_multiplicity=2 s2=0.75
C -10.7123 0.9037 23.6268
O -7.6253 1.3705 15.7659
C -8.6722 -0.8339 14.3723
H -5.1624 2.6778 24.1602
H -5.3849 1.5169 20.5879
F -7.7289 -1.6692 13.9494
H -13.6748 6.7131 17.9606
H -8.9625 -0.7572 24.6370
N -8.6091 2.1527 24.3347
C -5.5479 -0.4336 21.3140
H -11.3339 1.6000 26.3384
H -5.7004 -3.3351 18.4053
C -4.6912 0.6968 20.7726
H -7.6524 -0.7149 26.6836
N -11.8536 4.8670 18.6924
H -14.2498 5.3627 20.0735
H -11.4832 2.1421 18.7672
C -6.8123 0.9193 25.4368
C -6.2022 2.7005 23.8340
C -6.3990 -0.9776 20.1970
H -9.9551 -0.4789 25.8564
H -6.2900 1.9534 23.0452
H -8.9236 2.8232 22.6195
H -6.8267 -1.9568 20.4123
H -2.2456 1.9434 19.8450
H -6.6699 -0.7718 16.8073
C -14.0639 4.3870 19.6246
O -7.1289 5.8580 17.9132
S -8.0429 2.8513 19.6760
H -4.0509 1.0855 21.5645
C -10.5839 6.9139 18.1772
H -13.0866 1.7452 19.6128
C -12.0802 4.1763 21.0386
C -9.7470 1.3542 24.7681
H -4.4956 -2.8985 19.5280
F -8.9408 -1.2483 15.6071
O -6.6437 3.2290 19.6697
H -11.7147 0.8018 24.0425
F -9.7908 -0.8888 13.6557
H -3.7907 2.6490 19.3192
N -4.8088 0.0027 18.5124
H -11.0499 3.8404 21.1558
O -9.0523 1.7957 13.7166
H -7.7706 2.8144 26.9479
O -6.5111 5.9309 15.5896
H -8.1570 4.0745 25.8189
C -7.2466 2.3173 24.8773
H -12.7176 3.5439 21.6565
Be -9.8740 3.4442 17.3571
C -6.8657 -0.9859 17.8580
H -6.5060 3.7327 26.4455
C -12.0260 5.5602 21.6125
C -3.0670 1.8553 19.1338
C -12.6172 3.9103 19.5553
O -8.6618 2.2000 20.8342
H -13.0845 2.4538 18.1525
H -9.7169 2.1613 26.7893
H -10.2184 6.2444 20.5475
H -7.5798 -1.8078 17.9090
O -6.7840 0.9245 13.5392
H -4.2509 -2.4967 17.8581
H -11.5662 5.4981 22.5988
H -10.8851 6.9254 17.1297
O -8.6679 4.0955 19.4487
S -6.6572 5.1292 16.7535
Be -6.1196 2.0144 17.4947
O -5.4292 4.4110 17.2106
H -9.6382 6.3821 18.0731
H -3.8326 -0.7065 17.1566
H -10.4131 -0.0539 23.2007
H -14.6587 3.8274 20.3466
H -4.9310 -1.0809 21.9373
H -10.8216 1.5073 22.7258
H -5.9076 1.0564 26.0292
O -12.2471 4.7159 17.3540
H -3.1249 -1.5653 20.4498
C -10.4077 2.0296 25.9566
C -9.2071 0.0785 25.2926
H -13.8131 7.3839 19.4941
O -4.3551 0.0965 17.2178
H -6.7191 0.1994 24.6236
H -13.1534 5.0277 17.2994
H -6.1518 -0.0228 22.1232
O -7.8991 6.4380 20.7543
C -7.9685 0.2150 26.2108
H -10.2718 7.8915 18.5447
C -2.8573 -0.6328 19.9529
C -3.8298 0.4513 19.5185
H -11.5652 7.4234 20.8307
O -7.5703 3.9979 16.5325
O -8.9229 3.1697 23.5148
H -7.2284 -0.2941 20.0154
C -13.0654 7.1978 18.7232
H -14.6161 4.2634 18.6930
S -8.0076 1.0736 14.3735
H -10.5569 3.0986 25.8047
O -5.5702 5.5593 20.2771
H -7.5483 -0.1437 17.9719
C -11.2950 6.4129 20.5240
H -8.3092 0.7418 27.1021
H -2.3030 -0.9665 19.0757
C -7.4203 3.3016 26.0379
V -7.0708 5.3751 19.8748
H -6.3567 3.7087 23.4495
C -11.7928 6.3232 19.0486
H -12.8686 8.2442 18.4898
C -12.4821 2.4649 19.0608
C -5.6846 -1.1398 18.8013
O -8.2962 2.0829 18.4793
C -5.0085 -2.5265 18.6411
H -12.9489 6.0947 21.8373
H -2.1629 -0.1713 20.6550
H -2.5889 1.8866 18.1547


107
Properties=species:S:1:pos:R:3 method="wB97M-V/def2-TZVPD" gap_ha=0.3059 e_homo_ev=-6.196 total_charge=-1 e_above_lowest_kj_mol=2867.92
C 1.9299 -2.7636 0.0618
C 3.0201 -3.5417 -0.7067
H -0.5993 -1.0094 3.4157
C -0.4662 -0.4665 0.9090
H 2.0803 0.2080 3.2892
C 1.4788 2.4571 1.0943
C 4.1786 -1.4621 1.1741
C 1.7518 1.0107 3.9493
H 1.2768 -1.9273 -2.2148
H -2.4695 3.6613 1.3317
H 4.0944 1.5993 -1.5292
C 0.0899 2.4627 1.6733
N -4.9798 0.5033 -1.9706
H 2.3373 -0.5254 0.5532
H -2.2049 2.0414 -2.0943
O -0.0182 2.6049 2.8922
C 3.0113 1.6715 -1.4303
C -0.2114 2.5374 -2.3726
H -2.4642 -4.9806 2.1764
H 3.5809 -2.3311 1.4493
H -1.9286 -3.1180 -2.8910
H 1.7804 3.3820 0.6027
H 1.7635 2.6949 -1.5051
H 2.9467 1.6846 -0.3422
H -6.2153 0.9173 -3.5897
O -3.5554 2.1505 -1.0948
C 0.7566 3.0872 -1.3620
H 2.6575 2.4757 -2.0754
C 0.1351 -0.1260 -0.4877
H 2.6893 -2.3239 -3.2810
C -3.4156 0.0052 -0.1560
C 3.3194 -0.2872 0.9616
O 1.0891 -0.7828 -0.9001
H 0.5517 -1.8973 4.0348
H 1.0819 -2.4820 -0.5624
O 0.6786 4.5126 -1.4550
H -0.3877 -2.4067 -2.8059
H 0.8171 -1.1794 2.3801
O -0.4260 5.9656 -2.6387
O 4.7181 -1.6607 -0.1334
O -2.5479 -1.2367 -4.2799
H -2.8288 1.2507 3.5576
H 4.9879 -1.3775 1.8992
C 0.1392 -1.7186 3.0418
C -1.9272 -1.0744 -3.2119
H -0.7126 1.9174 -0.1158
C -2.0984 0.5015 3.8627
O 0.2907 -0.1868 5.4028
H 3.1931 0.4576 1.7474
Cl 2.2769 -4.5014 -1.9479
H -3.7155 0.2711 0.8576
C -2.3451 2.5867 1.1979
H -0.9234 -4.8628 1.2336
H 3.6113 -4.1945 -0.0645
H 0.4762 2.0796 -3.0837
H -2.2675 -0.0463 4.7898
C -0.1740 4.8421 -2.3745
C -0.9080 -3.9283 3.0833
C -4.0609 0.9978 -1.1116
H -3.0052 2.2987 0.3797
C 2.7364 -0.2805 -2.7697
H -1.4435 -2.0618 -1.4234
Cl 1.2660 -3.6867 1.4584
C 0.3599 0.5347 4.4010
C 4.7950 -0.4920 -0.8118
H -1.5727 1.7868 -3.7626
C -1.4198 -2.2374 -2.4989
H -5.0013 2.2282 -3.2924
C -1.3815 -5.1056 2.1924
H -6.3730 1.8936 -2.1455
N 2.2410 0.5092 -1.8313
H 0.5319 2.7970 -0.3357
H -4.9969 -0.4814 -2.1945
O -0.9821 -3.9702 4.2716
O -0.6945 3.7464 -2.9704
O -0.3270 0.9359 -0.9682
H -0.0317 -1.3030 1.4565
O 5.3868 -0.3970 -1.8855
H 2.3443 -1.8261 0.4326
H -1.2214 -6.0521 2.7087
H -0.4733 0.4036 1.5654
H 2.5401 0.9274 4.6974
H -0.2206 -3.1106 1.4983
H -0.5711 1.6609 2.9547
H -3.1935 1.4078 -3.4392
H 1.5891 0.2003 -1.1245
O 3.7632 -0.1288 -3.4642
H -1.0944 0.1279 -1.7930
C -5.6485 1.4746 -2.8438
H -3.8415 -0.9978 -0.1836
H 1.7745 1.9926 3.4765
H -2.3736 -0.3203 3.2017
H 1.3628 -1.5380 -3.8784
N -0.6788 0.8919 3.6005
H 1.4536 1.7165 0.2950
H -2.3365 -0.0050 -0.3097
N -0.3715 -2.9672 2.4866
H 3.8034 -2.9167 -1.1356
N -0.9107 2.3054 0.7954
O 4.0690 0.4409 -0.0622
H -0.9183 1.9008 -1.8405
H -2.6330 2.1588 2.1581
H 2.2291 2.2383 1.8541
C -2.2095 1.3930 -2.9705
H -1.5040 -0.7695 0.7705
C 1.9702 -1.5646 -2.9736
N -1.7260 0.1026 -2.5807


no.,F_max (eV/Å)
1,6.45
2,10.28